1.
Density functional theory data (the ωB97M-V functional and the def2-TZVPD basis) for an isolated molecule of C5H9NO2.

ORCA input file:
```
! RIJCOSX wB97M-V def2-TZVPD def2/J DEFGRID3
* xyz 0 1
C -0.340 0.215 2.119
C 1.639 -0.239 0.058
C 0.424 -0.275 -1.253
C -0.930 -0.044 -0.506
C -0.460 0.171 0.675
N -2.102 -0.087 -1.182
O 0.730 0.914 -1.994
O 0.484 -1.359 -1.867
H 0.639 1.681 -1.416
H -2.018 -0.539 -2.083
H -2.947 -0.299 -0.677
H -1.366 0.346 2.491
H 0.247 1.061 2.480
H 0.052 -0.711 2.548
H 2.425 -0.359 -0.692
H 1.890 0.660 0.627
H 1.634 -1.137 0.673
*
```

## Properties
Total energy = -10911.040 eV
HOMO energy = -8.274 eV
Energy relative to the best compared isomer or geometry (same formula, charge and spin) = 534.1 kJ/mol
Orbital gap = 7.77 eV

***

2.
Density functional theory data (the ωB97M-V functional and the def2-TZVPD basis) for an isolated molecule of C5H9NO2 in a non-equilibrium geometry.

ORCA input file:
```
! RIJCOSX wB97M-V def2-TZVPD def2/J DEFGRID3
* xyz 0 1
C 0.434 -0.257 -1.950
C 0.322 -0.981 -0.848
C -0.181 -0.442 0.522
C -1.608 -0.918 0.787
N -0.118 0.992 0.614
C 1.015 1.767 0.698
O 0.953 2.959 0.842
O 2.164 1.111 0.488
H 0.649 -0.706 -2.904
H 0.452 0.823 -1.914
H 0.296 -2.060 -0.909
H 0.482 -0.879 1.287
H -1.647 -2.005 0.787
H -1.948 -0.561 1.757
H -2.275 -0.547 0.011
H -0.987 1.502 0.633
H 1.996 0.199 0.098
*
```

## Properties
Total energy = -10915.982 eV
HOMO energy = -9.858 eV
SMILES = C=C[C@H](C)NC(=O)O
Energy relative to the best compared isomer or geometry (same formula, charge and spin) = 57.2 kJ/mol
Orbital gap = 10.57 eV

***

3.
Density functional theory data (the ωB97M-V functional and the def2-TZVPD basis) for an isolated molecule of C5H9NO2 in a non-equilibrium geometry.

ORCA input file:
```
! RIJCOSX wB97M-V def2-TZVPD def2/J DEFGRID3
* xyz 0 1
C -1.974 -1.546 -0.071
C -1.226 -0.436 0.016
C -1.869 0.917 -0.044
C 0.374 -0.652 0.059
N 0.949 0.594 0.338
C 2.419 0.762 0.012
O 2.921 1.840 -0.252
O 3.184 -0.338 0.126
H -3.053 -1.509 -0.205
H -1.533 -2.530 -0.202
H -1.459 1.509 -0.867
H -1.727 1.451 0.901
H -2.952 0.859 -0.199
H 0.618 -1.324 0.888
H 0.734 -1.090 -0.878
H 0.496 1.495 0.346
H 4.099 -0.002 0.033
*
```

## Properties
Total energy = -10915.362 eV
HOMO energy = -9.228 eV
SMILES = C=C(C)CNC(=O)O
Energy relative to the best compared isomer or geometry (same formula, charge and spin) = 117.1 kJ/mol
Orbital gap = 9.91 eV

***

4.
Density functional theory data (the ωB97M-V functional and the def2-TZVPD basis) for an isolated molecule of C5H9NO2 in a non-equilibrium geometry.

ORCA input file:
```
! RIJCOSX wB97M-V def2-TZVPD def2/J DEFGRID3
* xyz 0 1
C -1.504 1.170 -0.482
C 0.176 -0.615 -0.175
C 1.155 0.501 -0.237
C 1.881 0.949 1.003
C -2.128 -1.291 -0.281
N -1.129 -0.154 -0.504
O -2.560 1.691 -0.335
O 1.647 0.844 -1.439
H 0.369 -1.575 -0.673
H 0.234 -0.899 0.898
H 2.149 2.077 1.002
H 2.781 0.338 1.208
H 1.340 0.492 1.857
H -1.585 -2.247 -0.391
H -2.451 -1.099 0.743
H -2.974 -1.207 -0.795
H 2.597 1.025 -1.398
*
```

## Properties
Total energy = -10911.863 eV
HOMO energy (spin up / spin down) = -7.749 / -7.147 eV
Energy relative to the best compared isomer or geometry (same formula, charge and spin) = 454.7 kJ/mol
Orbital gap (spin up / spin down) = 8.35 / 7.61 eV

***

5.
Density functional theory data (the ωB97M-V functional and the def2-TZVPD basis) for an isolated molecule of C5H9NO2.

ORCA input file:
```
! RIJCOSX wB97M-V def2-TZVPD def2/J DEFGRID3
* xyz 0 1
C -0.593 0.806 0.807
C 0.244 1.110 -0.345
C 0.021 0.465 2.117
C 0.463 -0.472 -0.565
C 0.406 -1.610 -2.577
O -1.882 1.101 0.723
N -0.227 -0.797 -1.842
O 1.574 -0.953 -0.202
H -2.368 0.760 1.488
H -0.456 -0.836 0.166
H 1.199 1.571 -0.111
H -0.295 1.595 -1.151
H -0.687 -0.019 2.794
H 0.886 -0.182 1.943
H 0.381 1.390 2.580
H 1.369 -2.039 -2.294
H -0.036 -1.889 -3.532
*
```

## Properties
Total energy = -10912.340 eV
HOMO energy = -8.119 eV
Energy relative to the best compared isomer or geometry (same formula, charge and spin) = 408.7 kJ/mol
Orbital gap = 8.34 eV

***

6.
Density functional theory data (the ωB97M-V functional and the def2-TZVPD basis) for an isolated molecule of C5H9NO2 in a non-equilibrium geometry.

ORCA input file:
```
! RIJCOSX wB97M-V def2-TZVPD def2/J DEFGRID3
* xyz 0 1
C -1.983 0.833 0.907
C -0.822 0.892 0.111
C 0.098 2.024 0.052
O 0.369 2.181 -1.295
N -0.428 -0.634 -0.145
C 0.788 -0.954 -0.213
C 0.991 -2.453 -0.435
O 1.786 -0.134 -0.091
H -2.851 -0.060 0.886
H -2.471 1.708 1.595
H -0.296 2.861 0.518
H 1.105 1.697 0.620
H 1.184 1.825 -1.631
H -1.165 -1.289 0.641
H 0.124 -3.029 -0.707
H 1.799 -2.916 0.305
H 1.773 -2.551 -1.116
*
```

## Properties
Total energy = -10911.327 eV
HOMO energy = -9.022 eV
SMILES = C=C(CO)NC(C)=O
Energy relative to the best compared isomer or geometry (same formula, charge and spin) = 506.4 kJ/mol
Orbital gap = 9.34 eV

***

7.
Density functional theory data (the ωB97M-V functional and the def2-TZVPD basis) for an isolated molecule of C5H9NO2 in a non-equilibrium geometry.

ORCA input file:
```
! RIJCOSX wB97M-V def2-TZVPD def2/J DEFGRID3
* xyz 0 1
C -2.296 -0.995 -0.279
N -1.078 -0.269 -0.343
C 0.229 -0.703 -0.768
C 0.961 0.468 -0.174
C 1.792 0.237 1.052
O 1.694 1.413 -1.001
C -0.782 0.917 0.205
O -1.309 1.820 0.758
H -3.137 -0.360 0.097
H -2.376 -1.379 -1.328
H -2.278 -1.687 0.525
H 0.177 -0.590 -1.881
H 0.679 -1.690 -0.470
H 2.286 1.144 1.280
H 2.470 -0.557 0.935
H 0.972 0.103 1.728
H 1.996 2.129 -0.337
*
```

## Properties
Total energy = -10913.857 eV
HOMO energy = -8.469 eV
SMILES = CN1C[C@@](C)(O)C1=O
Energy relative to the best compared isomer or geometry (same formula, charge and spin) = 262.4 kJ/mol
Orbital gap = 9.22 eV

***

8.
Density functional theory data (the ωB97M-V functional and the def2-TZVPD basis) for a 2-piece molecular cluster, C5H9NO2 overall in a non-equilibrium geometry.

ORCA input file:
```
! RIJCOSX wB97M-V def2-TZVPD def2/J DEFGRID3
* xyz 0 1
H 1.959 1.671 1.649
N 1.142 1.325 1.159
C 0.127 0.986 1.872
C -1.027 0.338 1.275
C -1.596 0.998 0.238
H 0.135 1.054 2.963
H -1.664 -0.177 1.982
H -0.984 1.546 -0.461
H -2.623 0.822 -0.038
C 0.419 -1.559 -2.374
C 0.771 -0.858 -1.301
O 1.339 0.292 -1.212
O 0.297 -1.344 0.073
H -0.072 -2.510 -2.300
H 0.626 -1.162 -3.349
H 1.300 0.771 -0.146
H -0.148 -2.195 -0.029
*
```

## Properties
Total energy = -10913.157 eV
HOMO energy = -7.776 eV
SMILES = [H]/N=C/C=C.C=C(O)O
Energy relative to the best compared isomer or geometry (same formula, charge and spin) = 329.9 kJ/mol
Orbital gap = 7.89 eV

***

9.
Density functional theory data (the ωB97M-V functional and the def2-TZVPD basis) for a 2-piece molecular cluster, C5H9NO2 overall in a non-equilibrium geometry.

ORCA input file:
```
! RIJCOSX wB97M-V def2-TZVPD def2/J DEFGRID3
* xyz 0 1
C 1.640 -0.852 0.714
C 0.450 -0.649 -0.239
C 0.035 -1.946 -0.922
C -0.691 -0.021 0.524
O -1.644 -0.599 0.979
C -0.549 1.454 0.799
N -0.461 2.436 1.441
H 1.937 0.078 1.217
H 1.397 -1.604 1.478
H 2.500 -1.212 0.135
H 0.747 0.086 -1.004
H -0.236 -2.713 -0.184
H -0.820 -1.792 -1.593
H 0.876 -2.327 -1.516
O -1.550 3.329 -0.939
H -1.323 3.594 0.070
H -2.308 2.737 -0.960
*
```

## Properties
Total energy = -10914.761 eV
HOMO energy = -10.880 eV
SMILES = CC(C)C(=O)C#N.O
Energy relative to the best compared isomer or geometry (same formula, charge and spin) = 175.1 kJ/mol
Orbital gap = 10.41 eV

***

10.
Density functional theory data (the ωB97M-V functional and the def2-TZVPD basis) for C5H9NO2P as an isolated structure in a non-equilibrium geometry.

ORCA input file:
```
! RIJCOSX wB97M-V def2-TZVPD def2/J DEFGRID3
* xyz 1 1
C 2.426 2.116 0.204
C 1.533 -0.649 -0.204
C 0.398 0.808 0.371
C 0.766 -1.827 0.085
C -2.853 -0.807 0.015
N 1.328 1.622 0.469
O 2.509 -0.292 -0.722
O -1.849 0.031 -0.596
P -1.363 1.304 0.273
H 2.617 2.510 -0.804
H 3.185 2.360 0.863
H 1.281 -2.209 0.935
H 0.844 -2.498 -0.814
H -0.193 -1.522 0.403
H -3.595 -1.026 -0.768
H -3.471 -0.216 0.715
H -2.478 -1.673 0.441
H -1.085 1.970 -0.865
*
```

## Properties
Total energy = -20194.425 eV
HOMO energy = -13.769 eV
Energy relative to the best compared isomer or geometry (same formula, charge and spin) = 180.4 kJ/mol
Orbital gap = 9.36 eV

***

11.
Density functional theory data (the ωB97M-V functional and the def2-TZVPD basis) for a 2-piece molecular cluster, C5H9NO2S overall in a non-equilibrium geometry.

ORCA input file:
```
! RIJCOSX wB97M-V def2-TZVPD def2/J DEFGRID3
* xyz 0 1
C 0.959 0.526 2.202
C 0.883 -0.603 0.030
C 2.396 0.503 2.713
C -1.585 -0.869 -2.824
C -2.193 0.042 -1.733
N 0.556 -0.069 1.169
O 1.325 0.096 -0.903
O -2.233 2.055 -0.246
S -1.438 1.319 -1.228
H 0.128 0.667 2.990
H 0.562 -1.562 -0.276
H 3.054 0.072 2.011
H 2.366 -0.189 3.637
H 2.850 1.460 3.030
H -2.380 -0.982 -3.536
H -1.337 -1.890 -2.533
H -0.783 -0.255 -3.103
H -3.130 -0.322 -1.401
*
```

## Properties
Total energy = -21747.934 eV
HOMO energy = -9.107 eV
Energy relative to the best compared isomer or geometry (same formula, charge and spin) = 359.6 kJ/mol
Orbital gap = 9.46 eV

***

12.
Density functional theory data (the ωB97M-V functional and the def2-TZVPD basis) for an isolated molecule of C5H9NO2S3 in a non-equilibrium geometry.

ORCA input file:
```
! RIJCOSX wB97M-V def2-TZVPD def2/J DEFGRID3
* xyz 0 1
C -2.188 0.775 0.605
C -2.235 -0.716 0.442
C -0.921 -1.314 0.027
C 3.414 -0.148 -1.401
C 1.642 0.533 -0.034
H -0.362 3.096 0.428
H -3.102 1.306 0.879
H -3.008 -0.977 -0.286
H -3.005 -2.652 1.595
H -0.071 -1.002 0.634
H 2.789 -0.259 -2.294
H 3.533 -1.116 -0.903
H 4.392 0.240 -1.684
H 1.231 -0.415 -0.399
N -1.093 1.396 0.421
O -1.245 2.753 0.602
O 2.849 0.813 -0.507
S -2.712 -1.430 2.066
S -0.742 -2.370 -1.178
S 0.833 1.487 0.988
*
```

## Properties
Total energy = -43415.427 eV
HOMO energy = -6.871 eV
Orbital gap = 6.25 eV

***

13.
Density functional theory data (the ωB97M-V functional and the def2-TZVPD basis) for C5H9NO3 as an isolated structure in a non-equilibrium geometry.

ORCA input file:
```
! RIJCOSX wB97M-V def2-TZVPD def2/J DEFGRID3
* xyz 0 1
C 1.400 1.268 -0.368
C 0.808 -0.126 -0.524
O 0.973 -0.898 0.657
C -0.675 -1.348 1.175
O -0.823 -2.482 1.588
C -1.455 -0.679 0.154
C -0.685 -0.097 -0.817
N -1.074 0.291 -2.038
H 1.129 1.703 0.604
H 2.493 1.213 -0.439
H 1.032 1.928 -1.165
H 1.309 -0.661 -1.344
H -2.496 -0.955 -0.001
H -2.050 0.283 -2.296
H -0.405 0.462 -2.775
H 0.996 -0.195 2.003
O 0.011 -0.264 2.843
H -0.487 0.555 2.743
*
```

## Properties
Total energy = -12960.868 eV
HOMO energy = -9.031 eV
Energy relative to the best compared isomer or geometry (same formula, charge and spin) = 370.4 kJ/mol
Orbital gap = 9.53 eV

***

14.
Density functional theory data (the ωB97M-V functional and the def2-TZVPD basis) for a 2-piece molecular cluster, C5H9NO3 overall in a non-equilibrium geometry.

ORCA input file:
```
! RIJCOSX wB97M-V def2-TZVPD def2/J DEFGRID3
* xyz 0 1
O 0.077 -1.641 0.918
C 0.259 -1.068 -0.121
O -0.915 -0.805 -1.071
C 1.535 -1.046 -0.951
O 2.027 -2.315 -1.320
H -1.051 -0.998 -2.008
H 1.419 -0.478 -1.875
H 2.307 -0.519 -0.379
H 1.850 -3.005 -0.671
C -2.257 1.200 0.737
C -1.184 1.299 -0.063
N 0.127 0.963 0.398
C 0.663 1.369 1.464
H -2.277 0.463 1.524
H -3.178 1.690 0.469
H -1.167 1.923 -0.949
H 1.646 0.985 1.710
H 0.118 1.982 2.189
*
```

## Properties
Total energy = -12959.994 eV
HOMO energy = -9.030 eV
SMILES = O=C(O)CO.C=CN=C
Energy relative to the best compared isomer or geometry (same formula, charge and spin) = 454.7 kJ/mol
Orbital gap = 9.47 eV

***

15.
Density functional theory data (the ωB97M-V functional and the def2-TZVPD basis) for a 2-piece molecular cluster, C5H9NO3S2 overall in a non-equilibrium geometry.

ORCA input file:
```
! RIJCOSX wB97M-V def2-TZVPD def2/J DEFGRID3
* xyz 0 1
C 1.737 -0.932 -1.001
C 1.386 -2.026 -0.346
C 0.811 0.290 -0.727
C -0.196 -0.186 0.242
C 1.631 1.570 -0.262
N -2.880 -0.557 0.992
O -2.082 1.692 -0.087
O -2.109 -0.383 -1.442
O -0.307 0.782 2.011
S -0.161 -1.816 0.635
S -1.903 0.288 -0.172
H 2.781 -0.815 -1.435
H 1.925 -2.963 -0.158
H 0.167 0.453 -1.555
H 2.416 1.251 0.314
H 0.939 2.235 0.339
H 2.129 1.884 -1.121
H -3.057 -1.543 0.690
H -3.825 -0.078 0.958
H 0.599 0.855 2.125
*
```

## Properties
Total energy = -34629.825 eV
HOMO energy (spin up / spin down) = -9.066 / -9.067 eV
Energy relative to the best compared isomer or geometry (same formula, charge and spin) = 105.9 kJ/mol
Orbital gap (spin up / spin down) = 8.96 / 8.96 eV